Record 1
The following is a quantum chemistry calculation of a 2-piece molecular cluster, C6H7Cl2NP overall in a non-equilibrium geometry, from OMol25.

XYZ file:
```
17
C6H7Cl2NP ωB97M-V/def2-TZVPD
C 2.3599 -0.4921 1.0457
Cl -2.5079 1.7478 0.9706
C 2.1190 0.4197 0.0834
H 2.9391 0.8953 -0.2599
H 1.4290 -1.9979 2.1681
C -0.2038 -0.0930 -0.0145
C -0.0675 -0.9260 1.0152
H -1.5438 0.5658 -2.5280
H -2.4820 1.7923 -2.2958
P -1.8925 0.4296 -0.4001
H 3.3030 -0.7113 1.5310
H -0.9703 -1.5220 1.2989
N -1.8980 1.1675 -1.8947
C 1.2422 -1.1486 1.5152
C 0.8771 0.6502 -0.5335
H 0.6201 1.4123 -1.2515
Cl -3.3236 -2.1896 -0.4501
```

## Properties
Expectation value of S²: 2.005
Total energy: -1548.9714 Eh
Largest force on an atom: 0.093 hartree/bohr
LUMO level (spin up / spin down): -3.91 / -8.12 eV
Multiplicity: 3
Charge: +1

***

Record 2
The following is a quantum chemistry calculation of a 3-piece molecular cluster, C12H24O6S3 overall in a non-equilibrium geometry, from OMol25.

XYZ file:
```
45
C12H24O6S3 ωB97M-V/def2-TZVPD
C 1.2245 3.2763 2.6246
H 0.8843 -0.2776 -2.8060
S 2.7477 2.2312 2.3333
H 0.1411 4.3463 1.2208
O 2.3375 0.9057 2.0317
H 0.7583 2.9908 3.5676
H 0.2333 -2.3682 -0.8070
C -1.8791 -3.4912 -1.0264
H -0.6694 -1.0463 -2.2605
H -1.7124 -1.4340 -1.8731
C 1.3667 0.4542 0.1184
H -0.4468 1.2060 -1.1696
C 0.0259 0.3221 -0.7413
H 1.5742 4.2360 -0.4813
H -0.7446 -0.1382 -0.1227
O 3.5838 -0.9662 -0.6335
C 0.6129 3.3639 1.1988
H 1.5318 4.3144 2.7509
S 2.2011 -1.1478 -0.0737
H 1.8767 1.3476 -0.2420
H 1.5670 -2.5667 -1.9835
H 1.0233 0.5922 1.1437
H -0.9081 -3.9555 -0.8543
O -3.2400 -4.1768 1.2954
H -4.4980 -1.7518 0.9172
C -3.7085 -1.8898 -1.3563
H -2.5946 -4.2975 -1.1880
H -4.4788 -2.5887 -1.6823
C -3.6521 -1.7808 0.2304
O 2.0568 -1.8959 1.2012
H -3.8152 -0.8667 -1.7169
C 1.6182 3.3138 0.0981
H -2.3902 -2.6653 -2.9215
O 3.8292 2.6845 3.2653
H -3.0561 -0.9654 0.6402
C 1.0258 -1.8591 -1.3554
H 3.4442 4.0996 0.9834
H 1.5659 2.5127 -0.6392
H 3.7208 2.5370 0.2288
S -2.4733 -3.0747 0.7456
C 3.0013 3.1199 0.8038
C 0.3105 -0.6701 -1.9665
C -2.3372 -2.3270 -1.8867
H -0.2071 2.7401 0.8430
O -1.4514 -2.3929 1.5451
```

## Properties
Total energy: -2117.4059 Eh
Largest force on an atom: 0.117 hartree/bohr
SMILES: O=S1(=O)CCCC1.O=S1(=O)CCCC1.O=S1(=O)CCCC1
LUMO level: 0.24 eV
Energy above the lowest of the compared OMol25 structures with the same formula, charge and spin: 4.4273 eV
Charge: 0

***

Record 3
The following is a quantum chemistry calculation of a 2-piece molecular cluster, C4H12NO overall in a non-equilibrium geometry, from OMol25.

XYZ file:
```
18
C4H12NO ωB97M-V/def2-TZVPD
H 0.4531 0.0924 -0.8221
H -0.2134 1.1188 1.3254
H 3.0887 -0.3900 -0.9272
H 3.1440 -1.1845 0.3253
H -0.0649 2.7629 -0.3738
C -1.0703 2.3479 -0.2864
H -1.7513 3.0972 0.0985
N -0.4307 -1.3270 0.4339
H 0.7242 -2.4969 -0.7490
C 0.2012 -2.4084 0.1953
C -0.5254 -0.0622 -0.3746
C -0.9722 1.0574 0.5294
H -1.3753 2.0963 -1.3051
H -1.9000 0.8087 1.0534
H -1.3007 -0.2990 -1.0965
H -0.5741 -1.1035 1.4154
H 0.0542 -3.2347 0.8810
O 2.5127 -0.8755 -0.3229
```

## Properties
Total energy: -289.3226 Eh
Largest force on an atom: 0.038 hartree/bohr
LUMO level: -4.88 eV
Energy above the lowest of the compared OMol25 structures with the same formula, charge and spin: 1.4225 eV
Charge: +1

***

What did the third record say?
The following is a quantum chemistry calculation of a 2-piece molecular cluster, C4H12NO overall in a non-equilibrium geometry, from OMol25.

XYZ file:
```
18
C4H12NO ωB97M-V/def2-TZVPD
H 0.4531 0.0924 -0.8221
H -0.2134 1.1188 1.3254
H 3.0887 -0.3900 -0.9272
H 3.1440 -1.1845 0.3253
H -0.0649 2.7629 -0.3738
C -1.0703 2.3479 -0.2864
H -1.7513 3.0972 0.0985
N -0.4307 -1.3270 0.4339
H 0.7242 -2.4969 -0.7490
C 0.2012 -2.4084 0.1953
C -0.5254 -0.0622 -0.3746
C -0.9722 1.0574 0.5294
H -1.3753 2.0963 -1.3051
H -1.9000 0.8087 1.0534
H -1.3007 -0.2990 -1.0965
H -0.5741 -1.1035 1.4154
H 0.0542 -3.2347 0.8810
O 2.5127 -0.8755 -0.3229
```

## Properties
Total energy: -289.3226 Eh
Largest force on an atom: 0.038 hartree/bohr
LUMO level: -4.88 eV
Energy above the lowest of the compared OMol25 structures with the same formula, charge and spin: 1.4225 eV
Charge: +1